A molecular structure, C39H32ClFeN2O2S, computed with ωB97M-V/def2-TZVPD.

Last column: Mulliken charge in e.
Positions of all 78 atoms, in Å:
Fe 1.038420 0.682609 1.026845  0.246
Cl -5.134424 0.794665 5.016585  -0.237
C -3.654914 1.054473 4.130431  0.131
C -3.387314 2.328952 3.599927  -0.608
C -2.207096 2.577770 2.959204  -0.735
C -1.204915 1.571770 2.795732  0.486
O -0.078686 1.880620 2.278543  -0.816
C -1.533375 0.267477 3.295618  0.480
C -0.575773 -0.791832 3.274723  -0.024
N 0.531361 -0.726898 2.626278  0.618
C 1.537924 -1.681006 2.783863  0.020
C 1.406030 -2.992766 3.156784  -0.539
C 2.546038 -3.807582 3.323944  -1.035
C 3.805351 -3.314500 3.136926  -0.896
C 3.979929 -1.968344 2.735873  1.104
C 5.241964 -1.362558 2.548577  -0.685
C 5.312538 -0.051183 2.172212  -0.689
C 4.117523 0.648990 1.924613  -0.544
N 2.928877 0.118058 2.075417  -0.234
C 2.843642 -1.167702 2.519445  0.676
C -2.747885 0.048016 3.978902  -0.929
H -4.123269 3.114086 3.720072  0.429
H -1.983390 3.558908 2.561376  0.469
H -0.792633 -1.658440 3.907506  0.267
H 0.423833 -3.414138 3.328154  0.385
H 2.409287 -4.840501 3.617112  0.395
H 4.677781 -3.938084 3.286074  0.413
H 6.139888 -1.946018 2.713457  0.441
H 6.260030 0.449188 2.032228  0.404
H 4.149792 1.671762 1.566835  0.495
H -2.949563 -0.932622 4.395492  0.344
C 0.471413 1.815218 -0.634899  -0.300
C 0.130597 2.481010 -1.596745  0.152
C -0.288591 3.151788 -2.790355  0.214
C -0.904680 2.426670 -3.816241  0.020
C -1.307098 3.056154 -4.983616  -0.771
C -1.097993 4.418649 -5.151955  -0.409
C -0.480870 5.146278 -4.142684  -0.523
C -0.078997 4.521874 -2.972798  -0.469
H -1.051681 1.360368 -3.687163  0.576
H -1.783926 2.479512 -5.766773  0.395
H -1.413461 4.910152 -6.063310  0.378
H -0.311555 6.208492 -4.267614  0.384
H 0.399471 5.087216 -2.183870  0.461
C 3.388884 0.425700 -1.318014  -1.734
C 2.878246 -0.226765 -2.450842  1.202
C 2.171134 0.479510 -3.454680  -0.346
C 1.690710 -0.171515 -4.571865  -0.631
C 1.900675 -1.539970 -4.738925  -0.348
C 2.590178 -2.256974 -3.761409  -0.746
C 3.057667 -1.620428 -2.630177  -0.290
H 3.356089 1.501706 -1.229945  0.378
H 3.946321 -0.141130 -0.585594  0.370
H 1.995088 1.538152 -3.319864  0.525
H 1.149164 0.389212 -5.324105  0.449
H 1.532565 -2.043191 -5.623994  0.402
H 2.756884 -3.320032 -3.889324  0.412
H 3.579499 -2.182190 -1.863818  0.317
C -5.755270 -0.583376 1.562102  -1.724
C -4.403063 -0.696534 0.917967  0.982
C -3.600697 -1.818432 1.133816  -0.946
C -2.374501 -1.947724 0.508885  -0.539
C -1.945932 -0.950022 -0.357072  0.157
C -2.705571 0.194194 -0.553776  -0.147
C -3.931021 0.312815 0.085776  -0.681
S -0.380951 -1.017028 -1.192308  1.128
C -0.479381 -2.651108 -1.916798  -1.122
O 0.650017 -1.176856 -0.092485  -0.338
H -5.870822 -1.300128 2.374580  0.348
H -6.543273 -0.774944 0.830227  0.417
H -5.914513 0.414880 1.968609  0.354
H -3.947012 -2.594036 1.807495  0.341
H -1.746902 -2.809204 0.704643  0.212
H -2.320724 0.992511 -1.179621  0.202
H -4.522481 1.209524 -0.056044  0.408
H -0.671531 -3.404404 -1.155150  0.381
H 0.483129 -2.825636 -2.394421  0.234
H -1.272234 -2.643124 -2.664576  0.435

Force components x, y, z for each atom (eV/Å):
Fe -0.80 0.50 0.38
Cl -0.06 -0.04 -0.02
C 0.03 -0.01 -0.02
C 0.00 0.01 -0.01
C -0.01 0.00 0.00
C -0.02 -0.03 0.09
O 0.09 -0.12 -0.19
C 0.00 0.04 -0.02
C -0.03 0.10 0.09
N 0.05 -0.21 -0.07
C 0.02 -0.03 -0.04
C 0.00 0.04 0.00
C 0.02 -0.03 0.01
C -0.01 -0.04 0.00
C -0.03 0.04 0.01
C 0.01 0.05 -0.02
C 0.03 -0.06 0.03
C 0.00 0.06 -0.02
N 0.06 -0.04 -0.27
C -0.03 -0.07 0.08
C 0.00 0.02 -0.02
H 0.01 0.00 0.00
H 0.00 0.00 0.01
H 0.01 0.01 0.04
H -0.01 0.00 -0.01
H 0.01 0.00 0.00
H -0.01 0.00 0.01
H 0.00 0.01 0.00
H 0.01 -0.01 0.00
H -0.02 0.00 -0.02
H -0.01 0.00 0.00
C 0.40 -0.05 0.19
C -0.06 -0.06 0.00
C 0.00 0.05 -0.04
C 0.00 -0.02 -0.03
C 0.01 0.00 0.01
C 0.00 0.00 0.01
C 0.00 -0.01 -0.01
C -0.03 0.00 0.01
H 0.00 0.02 0.01
H 0.00 0.01 0.00
H 0.01 0.00 0.00
H 0.00 -0.01 0.00
H 0.00 0.00 0.00
C 0.29 -0.06 -0.23
C -0.05 0.00 -0.03
C 0.02 -0.04 0.02
C 0.00 -0.01 0.00
C -0.01 0.00 -0.02
C 0.02 0.02 0.00
C 0.00 0.01 -0.02
H -0.15 -0.01 0.05
H -0.03 -0.01 0.02
H 0.01 0.01 -0.01
H 0.01 0.00 0.01
H 0.00 0.00 0.01
H 0.00 0.00 0.00
H 0.00 0.01 0.00
C 0.00 -0.01 0.04
C 0.01 -0.01 0.01
C -0.03 0.01 -0.01
C 0.02 -0.01 0.00
C -0.08 0.08 -0.10
C -0.01 0.02 0.01
C 0.02 0.01 0.02
S -0.01 -0.08 -0.18
C -0.04 -0.03 0.08
O 0.38 -0.04 0.09
H 0.01 0.02 0.01
H 0.01 0.00 0.00
H 0.00 0.02 0.01
H 0.01 0.00 -0.01
H -0.01 -0.01 -0.01
H -0.02 -0.04 0.03
H -0.01 -0.01 0.00
H 0.01 0.01 0.01
H -0.05 0.02 0.01
H 0.00 0.00 0.01

Results
- HOMO level (spin up / spin down): -7.05 / -7.28 eV
- Multiplicity: 6
- Orbital gap (spin up / spin down): 6.51 / 6.64 eV
- Energy relative to the best compared isomer or geometry (same formula, charge and spin): 0.323 eV
- <S²>: 8.8011